DFT (ωB97M-V/def2-TZVPD) results for 4 unconnected molecules or ions with the total composition C36H29ClF4O4S at a distorted geometry.

Structure (ORCA input):
```
! wB97M-V def2-TZVPD RIJCOSX def2/J DEFGRID3
* xyz 0 1
O 6.41 -0.95 -0.12
C 5.69 -0.22 -0.76
C 6.12 1.16 -1.25
C 6.83 2.03 -0.46
C 7.17 3.29 -0.94
C 6.79 3.62 -2.23
F 7.15 4.84 -2.66
C 6.08 2.76 -3.03
C 5.74 1.52 -2.54
C 4.92 0.51 -3.32
O 5.05 0.32 -4.51
C 3.89 -0.21 -2.47
C 2.62 -0.46 -2.92
C 1.72 -1.09 -2.05
C 0.30 -1.31 -2.57
C -0.63 -0.10 -2.31
C -0.01 1.27 -2.73
C 0.70 1.99 -1.56
S 0.40 3.78 -1.61
O 1.53 4.47 -1.05
O 0.16 4.16 -2.97
Cl -1.22 4.24 -0.43
C 2.09 -1.49 -0.79
C 3.39 -1.22 -0.35
C 4.27 -0.58 -1.18
H 7.09 1.74 0.55
H 7.71 4.00 -0.33
H 5.77 3.05 -4.04
H 2.29 -0.16 -3.91
H -0.09 -2.20 -2.04
H 0.29 -1.59 -3.63
H -1.56 -0.21 -2.89
H -0.90 -0.01 -1.25
H -0.86 1.90 -3.02
H 0.64 1.18 -3.61
H 0.28 1.61 -0.61
H 1.78 1.84 -1.50
H 1.40 -1.99 -0.11
H 3.67 -1.51 0.66
F -3.57 0.18 2.40
C -4.14 1.39 2.53
C -3.56 2.48 1.91
C -4.15 3.73 2.05
C -5.31 3.87 2.81
C -5.88 2.77 3.43
C -5.29 1.52 3.29
H -2.66 2.34 1.33
H -3.71 4.59 1.56
H -5.76 4.85 2.91
H -6.77 2.88 4.02
H -5.73 0.64 3.76
F 4.34 -3.66 1.36
C 4.70 -4.77 0.70
C 4.96 -4.70 -0.66
C 5.34 -5.85 -1.33
C 5.45 -7.05 -0.65
C 5.19 -7.11 0.71
C 4.82 -5.96 1.39
H 4.86 -3.75 -1.17
H 5.55 -5.81 -2.40
H 5.75 -7.95 -1.18
H 5.27 -8.05 1.24
H 4.62 -5.98 2.46
F -10.33 2.47 4.21
C -10.12 1.21 3.77
C -9.13 0.97 2.84
C -8.92 -0.32 2.39
C -9.70 -1.36 2.88
C -10.69 -1.11 3.82
C -10.90 0.19 4.27
H -8.54 1.80 2.46
H -8.14 -0.52 1.67
H -9.53 -2.37 2.54
H -11.30 -1.92 4.20
H -11.66 0.41 5.01
*
```

calculated total energy: -2948.0132 a.u.
frontier orbital gap: 8.699 eV
LUMO level: -0.02495 hartree

Here are the Mulliken charges for atoms 1 to 2, given in e: -0.58, -0.43